# 1
A 2-piece molecular cluster, C4H11NO overall at a distorted geometry, computed with the ωB97M-V functional and the def2-TZVPD basis.

The lowest unoccupied orbital energy comes out at 0.0298 Eh. The calculation puts the HOMO energy at -10.17 eV. The calculation puts the molecular weight at 89.138 u. Its total charge is 0. Its energy above the lowest of the compared OMol25 structures with the same formula, charge and spin is 2.735 eV. Its SMILES is C=NC.CCO. As for the total energy: -288.9165 hartree. The value obtained for the orbital gap is 0.4036 Ha.

Cartesian coordinates (Å):
C 2.1913 -2.3268 2.2707
C 1.5903 -0.2827 1.5356
N 1.6179 -1.5058 1.1998
H 3.2491 -2.4617 1.9727
H 1.6492 -3.2652 2.2085
H 2.0953 -1.9484 3.3339
H 2.0965 0.1208 2.4393
H 1.4136 0.6515 0.9764
H -0.7719 2.5220 -0.4596
C -1.1561 1.1285 -1.8062
O -0.7923 2.4726 -1.4224
C -2.6623 0.9774 -2.1683
H -0.9956 0.5332 -0.9027
H -0.4635 0.6932 -2.5149
H -2.7332 0.9096 -3.2504
H -3.3117 1.7185 -1.7511
H -3.0166 0.0633 -1.6612

# 2
A 2-piece molecular cluster, C4H11NO overall at a distorted geometry, computed with the ωB97M-V functional and the def2-TZVPD basis.

The lowest unoccupied orbital energy comes out at 0.0342 Eh. The calculation puts the HOMO energy at -8.22 eV. The calculation puts the molecular weight at 89.138 u. Its total charge is 0. Its energy above the lowest of the compared OMol25 structures with the same formula, charge and spin is 2.085 eV. Its SMILES is C=CNCC.O. As for the total energy: -288.9404 hartree. The value obtained for the orbital gap is 0.3364 Ha.

Cartesian coordinates (Å):
C 0.1175 1.6922 2.0292
C 0.2747 0.4390 1.5630
N 0.8312 0.1829 0.3090
C 0.6324 -1.1348 -0.2753
C 0.4830 -1.1569 -1.8199
H 0.1730 1.9754 3.0683
H 0.5347 2.4021 1.3122
H -0.0515 -0.4434 2.1011
H 0.7801 0.9072 -0.3864
H 1.5605 -1.7134 -0.1961
H -0.1038 -1.7474 0.2525
H -0.1936 -0.4749 -2.3014
H 1.4631 -1.2267 -2.2975
H 0.1750 -2.2054 -1.9301
H -1.8490 1.2533 -0.9926
H -2.2608 0.5121 0.2315
O -2.5664 0.7386 -0.6676

# 3
A 2-piece molecular cluster, C4H11NO overall at a distorted geometry, computed with the ωB97M-V functional and the def2-TZVPD basis.

The lowest unoccupied orbital energy comes out at 0.0240 Eh. The calculation puts the HOMO energy at -8.98 eV. The calculation puts the molecular weight at 89.138 u. Its total charge is 0. Its energy above the lowest of the compared OMol25 structures with the same formula, charge and spin is 2.029 eV. Its SMILES is C=CO.CCN. As for the total energy: -288.9425 hartree. The value obtained for the orbital gap is 0.3540 Ha.

Cartesian coordinates (Å):
C 1.0106 -2.5459 0.3127
C -0.5042 -2.2376 0.3415
N -0.8393 -1.2721 -0.7217
H 1.1897 -3.6106 0.4203
H 1.5003 -2.0015 1.1285
H 1.4300 -2.0927 -0.5905
H -0.7457 -1.8104 1.3233
H -1.0990 -3.1397 0.2268
H -0.2728 -0.4473 -0.5788
H -1.8163 -1.0429 -0.6064
C 0.2884 3.2326 -1.1095
C -0.2823 2.8928 0.0398
O 0.0748 1.7836 0.7554
H 0.1921 4.2312 -1.5004
H 1.1457 2.6782 -1.4662
H -1.1850 3.4183 0.3348
H -0.0870 1.9638 1.6903

# 4
A 2-piece molecular cluster, C4H11NO overall at a distorted geometry, computed with the ωB97M-V functional and the def2-TZVPD basis.

The lowest unoccupied orbital energy comes out at 0.0331 Eh. The calculation puts the HOMO energy at -10.12 eV. The calculation puts the molecular weight at 89.138 u. Its total charge is 0. Its energy above the lowest of the compared OMol25 structures with the same formula, charge and spin is 0.514 eV. Its SMILES is NC=O.CCC. As for the total energy: -288.9981 hartree. The value obtained for the orbital gap is 0.4051 Ha.

Cartesian coordinates (Å):
C -2.0625 -0.1441 0.2412
C -3.4009 -0.1836 0.9846
C -3.2281 -0.1433 2.5061
H -1.7240 0.8871 0.1133
H -2.0837 -0.7167 -0.6873
H -1.2714 -0.5537 0.8660
H -3.8549 -1.1574 0.7925
H -4.1065 0.5812 0.6582
H -4.1190 -0.4358 3.0519
H -2.4197 -0.8211 2.8077
H -2.8959 0.8470 2.8219
C 3.3579 0.0799 -1.6863
N 3.5976 0.3363 -0.3732
O 2.2500 0.0570 -2.1679
H 4.2548 -0.1171 -2.2883
H 2.8702 0.8053 0.1482
H 4.5451 0.4420 -0.0533

# 5
A 2-piece molecular cluster, C4H11NO overall at a distorted geometry, computed with the ωB97M-V functional and the def2-TZVPD basis.

The lowest unoccupied orbital energy comes out at 0.0278 Eh. The calculation puts the HOMO energy at -7.75 eV. The calculation puts the molecular weight at 89.138 u. Its total charge is 0. Its energy above the lowest of the compared OMol25 structures with the same formula, charge and spin is 2.069 eV. Its SMILES is C=C(N)CC.O. As for the total energy: -288.9410 hartree. The value obtained for the orbital gap is 0.3125 Ha.

Cartesian coordinates (Å):
C 0.1160 -0.0915 0.6933
C -0.3784 0.5526 -0.5918
C -0.6215 -0.4175 -1.7150
C -0.9323 -1.7138 -1.5124
N -0.5281 0.0990 -3.0180
H -0.6575 -0.3760 1.4093
H 0.8494 -0.8726 0.5126
H 0.6206 0.6313 1.3420
H -1.3111 1.1018 -0.4497
H 0.3609 1.3034 -0.8978
H -0.5095 -2.2024 -0.6448
H -1.4811 -2.3632 -2.1808
H -0.7944 -0.6602 -3.6109
H -0.2258 1.0223 -3.0037
H 1.0716 1.0815 4.7085
H 2.5444 1.3203 4.1624
O 1.8766 1.5852 4.7966

# 6
A 2-piece molecular cluster, C4H11NO overall at a distorted geometry, computed with the ωB97M-V functional and the def2-TZVPD basis.

The lowest unoccupied orbital energy comes out at 0.0296 Eh. The calculation puts the HOMO energy at -7.59 eV. The calculation puts the molecular weight at 89.138 u. Its total charge is 0. Its energy above the lowest of the compared OMol25 structures with the same formula, charge and spin is 2.484 eV. Its SMILES is CC/C=C/N.O. As for the total energy: -288.9257 hartree. The value obtained for the orbital gap is 0.3085 Ha.

Cartesian coordinates (Å):
C -2.0158 0.6201 -0.6300
C -1.4939 1.6741 0.3711
C 0.0500 1.6735 0.6042
C 0.9093 0.7263 0.2278
N 2.0290 0.3190 0.9535
H -2.0295 -0.3863 -0.2300
H -2.9472 1.0217 -0.9468
H -1.2881 0.6514 -1.4424
H -1.8268 1.4223 1.3739
H -1.6613 2.6906 0.0363
H 0.1222 2.5206 1.2876
H 0.8228 0.4487 -0.8197
H 2.7134 -0.1124 0.3576
H 2.2259 0.9436 1.7168
H 2.2535 -4.8710 -0.8924
H 0.7234 -4.6323 -0.6505
O 1.4129 -4.7099 -1.3170

# 7
A 2-piece molecular cluster, C4H11NO overall at a distorted geometry, computed with the ωB97M-V functional and the def2-TZVPD basis.

The lowest unoccupied orbital energy (alpha / beta) comes out at -0.1242 / -0.3047 Eh. The calculation puts the HOMO energy (alpha / beta) at -13.12 / -13.12 eV. The calculation puts the molecular weight at 89.138 u. Its total charge is +1. Its energy above the lowest of the compared OMol25 structures with the same formula, charge and spin is 2.623 eV. Its expectation value of S² is 0.75. As for the total energy: -288.6189 hartree. The spin multiplicity is 2. The value obtained for the orbital gap (alpha / beta) is 0.3582 / 0.1776 Ha.

Cartesian coordinates (Å):
C 0.7142 1.9068 -2.6519
N 0.9987 0.8010 -1.7949
C 1.0657 1.0556 -0.3372
C -0.4528 1.1489 1.6034
C -0.2616 0.7728 0.3578
H -0.0373 2.5850 -2.2442
H 0.0779 1.5201 -3.4664
H 1.6076 2.3485 -3.0701
H 1.8087 0.2502 -2.0940
H 1.8945 0.5054 0.0990
H 1.3422 2.1098 -0.3044
H -1.3538 1.1467 2.2003
H 0.2803 1.7774 2.1082
H -0.8638 0.1011 -0.2397
H -1.7556 -5.5682 3.7491
H -2.9930 -6.1948 2.9173
O -2.0720 -6.2663 3.1676

# 8
A 3-piece molecular cluster, C4H11NO2 overall at a distorted geometry, computed with the ωB97M-V functional and the def2-TZVPD basis.

The lowest unoccupied orbital energy (alpha / beta) comes out at 0.1284 / 0.1327 Eh. The calculation puts the HOMO energy (alpha / beta) at 1.06 / -4.42 eV. The calculation puts the molecular weight at 105.137 u. Its total charge is -1. Its energy above the lowest of the compared OMol25 structures with the same formula, charge and spin is 4.612 eV. Its expectation value of S² is 0.75. As for the total energy: -364.0692 hartree. The spin multiplicity is 2. The value obtained for the orbital gap (alpha / beta) is 0.0896 / 0.2951 Ha.

Cartesian coordinates (Å):
N 1.2914 1.4076 -0.9257
C 0.8337 0.1413 -0.8177
C 1.1777 -0.8853 -1.7445
C 1.2946 -2.4728 -1.5256
C 0.2280 -3.2575 -1.4259
H 1.6304 1.6433 -1.8641
H 1.8104 1.8296 -0.0655
H 0.1998 -0.0794 0.0561
H 1.2749 -0.7280 -2.7918
H 2.3098 -2.7016 -1.7034
H 0.5319 -4.2968 -1.6453
H -0.6581 -3.0780 -0.8066
H -1.6683 5.0241 3.5040
H -3.0716 5.2768 2.9153
O -2.1458 5.2188 2.6541
H -1.3218 -0.4827 2.5507
H -1.8246 -1.7711 1.7831
O -1.8925 -0.7883 1.8529

# 9
One molecule with the formula C4H11NO2 at a distorted geometry, computed with the ωB97M-V functional and the def2-TZVPD basis.

The lowest unoccupied orbital energy comes out at 0.0326 Eh. The calculation puts the HOMO energy at -9.13 eV. The calculation puts the molecular weight at 105.137 u. Its total charge is 0. Its energy above the lowest of the compared OMol25 structures with the same formula, charge and spin is 1.580 eV. Its SMILES is C[C@H](O)[C@H](N)CO. As for the total energy: -364.2101 hartree. The value obtained for the orbital gap is 0.3682 Ha.

Cartesian coordinates (Å):
C -1.0792 -0.8677 -0.0950
O -2.1744 -0.7321 -1.0037
C -0.0231 0.2320 -0.5045
C 1.2145 0.3151 0.3107
C 2.0668 -0.9264 0.1054
O 0.8406 0.4686 1.7138
N -0.7664 1.5087 -0.5922
H -0.7199 -1.9035 -0.0689
H -1.3730 -0.4759 0.8814
H -2.6916 -1.5284 -0.9324
H 0.1591 0.0512 -1.5797
H 1.8046 1.2008 0.0942
H 2.9178 -1.0389 0.7854
H 2.5000 -0.8790 -0.8876
H 1.4514 -1.7912 0.3066
H 0.9454 1.4059 1.9028
H -1.0739 1.7132 -1.5281
H -1.6247 1.5894 -0.0640

# 10
A 2-piece molecular cluster, C4H11NO2 overall at a distorted geometry, computed with the ωB97M-V functional and the def2-TZVPD basis.

The lowest unoccupied orbital energy comes out at 0.0305 Eh. The calculation puts the HOMO energy at -8.80 eV. The calculation puts the molecular weight at 105.137 u. Its total charge is 0. Its energy above the lowest of the compared OMol25 structures with the same formula, charge and spin is 4.409 eV. Its SMILES is C=C(C)NO.CO. As for the total energy: -364.1062 hartree. The value obtained for the orbital gap is 0.3538 Ha.

Cartesian coordinates (Å):
C 2.0092 0.4673 -0.4215
O 2.6595 0.8389 -1.6032
H 2.2869 0.2945 -2.3199
H 2.2180 -0.5701 -0.1538
H 2.2192 1.1863 0.3713
H 0.8396 0.5631 -0.5518
C -0.5911 -1.2704 1.2648
N -1.4742 0.9597 0.4833
C -0.9054 -0.3926 0.0790
C -1.2670 -0.9430 -1.0906
O -0.6316 1.9721 0.9185
H -0.9937 2.4349 1.6927
H -2.0614 1.3304 -0.2689
H -0.4696 -2.3302 1.0158
H 0.3689 -0.9801 1.7037
H -1.3553 -1.2162 2.0459
H -1.2746 -2.0184 -1.2373
H -1.5775 -0.3263 -1.9280

> What is the energy above the lowest of the compared OMol25 structures with the same formula, charge and spin in the ninth record?

1.580 eV